C30H70N10O10 | the ωB97M-V functional and the def2-TZVPD basis

Results
Gap between HOMO and LUMO: 0.299 Ha
DFT total energy: -67586.4843 eV
Relative energy (zero: lowest compared OMol25 entry of this formula, charge and spin): 950.5 kcal per mole
HOMO: -8.0172 eV
LUMO: 0.13 eV

```
! RIJCOSX wB97M-V def2-TZVPD def2/J DEFGRID3
* xyz 0 1
C -18.691 0.409 -5.144
O -18.847 1.596 -5.467
N -18.396 -0.594 -6.036
C -18.228 -0.377 -7.429
C -18.010 -1.921 -5.456
H -18.859 0.163 -4.084
H -18.659 0.545 -7.820
H -18.792 -1.189 -7.888
H -17.221 -0.448 -7.838
H -18.207 -2.190 -4.418
H -18.422 -2.777 -5.990
H -16.923 -2.005 -5.467
C -21.270 4.743 -5.196
O -22.270 4.978 -5.884
N -20.308 3.925 -5.576
C -19.151 3.605 -4.741
C -20.216 3.243 -6.871
H -21.017 5.271 -4.264
H -18.214 3.883 -5.223
H -19.012 2.559 -4.467
H -19.012 3.997 -3.733
H -20.176 2.154 -6.829
H -21.045 3.464 -7.543
H -19.341 3.643 -7.383
C -16.928 2.802 -6.314
O -16.052 3.566 -5.936
N -17.250 2.531 -7.608
C -18.506 1.940 -7.957
C -16.502 2.934 -8.826
H -17.527 2.272 -5.557
H -18.193 1.225 -8.718
H -19.202 2.653 -8.397
H -18.945 1.435 -7.097
H -16.397 2.190 -9.616
H -17.038 3.823 -9.158
H -15.528 3.330 -8.537
C -22.189 -0.896 -4.513
O -22.604 -1.591 -3.543
N -21.267 -1.235 -5.473
C -20.939 -0.316 -6.588
C -20.669 -2.579 -5.507
H -22.694 0.051 -4.757
H -20.915 -0.840 -7.544
H -19.999 0.233 -6.644
H -21.660 0.482 -6.765
H -21.139 -3.036 -6.378
H -19.585 -2.671 -5.573
H -20.848 -3.297 -4.706
C -19.516 -5.390 -5.221
O -20.559 -5.432 -4.572
N -18.393 -4.948 -4.718
C -17.271 -4.810 -5.617
C -18.247 -4.506 -3.343
H -19.472 -5.799 -6.242
H -17.389 -5.591 -6.368
H -16.370 -4.916 -5.013
H -17.242 -3.795 -6.013
H -18.715 -5.204 -2.648
H -17.179 -4.447 -3.135
H -18.671 -3.518 -3.162
C -14.786 -1.695 -2.222
O -15.276 -1.950 -1.079
N -15.359 -1.968 -3.421
C -14.847 -1.486 -4.701
C -16.647 -2.685 -3.411
H -13.939 -1.007 -2.372
H -15.346 -0.553 -4.966
H -14.876 -2.207 -5.517
H -13.804 -1.205 -4.558
H -17.502 -2.068 -3.686
H -16.568 -3.380 -4.247
H -16.819 -3.337 -2.554
C -18.203 -4.753 -9.821
O -17.726 -4.369 -10.874
N -18.644 -3.840 -8.928
C -19.170 -4.333 -7.672
C -18.426 -2.382 -9.101
H -18.347 -5.788 -9.475
H -19.425 -5.387 -7.561
H -20.054 -3.705 -7.563
H -18.426 -4.054 -6.927
H -18.114 -2.113 -10.111
H -19.418 -1.951 -8.964
H -17.755 -1.960 -8.353
C -16.769 -0.220 -2.382
O -17.475 -0.515 -3.309
N -17.118 0.847 -1.537
C -16.303 1.324 -0.418
C -18.400 1.503 -1.683
H -15.870 -0.743 -2.020
H -15.437 0.711 -0.167
H -16.932 1.464 0.461
H -15.879 2.296 -0.672
H -18.111 2.545 -1.821
H -18.899 1.268 -2.623
H -19.181 1.302 -0.950
C -20.655 -0.994 -9.015
O -19.451 -0.807 -8.908
N -21.588 -0.045 -9.048
C -22.998 -0.298 -9.223
C -21.255 1.362 -8.937
H -21.153 -1.975 -9.048
H -23.724 0.011 -8.471
H -23.064 -1.372 -9.393
H -23.392 0.202 -10.108
H -20.171 1.467 -8.927
H -21.580 2.003 -9.757
H -21.683 1.777 -8.024
C -15.332 -2.647 -7.651
O -15.683 -2.796 -6.503
N -15.128 -1.460 -8.205
C -14.917 -1.335 -9.633
C -15.317 -0.131 -7.604
H -15.247 -3.476 -8.370
H -13.992 -0.797 -9.839
H -15.759 -0.815 -10.090
H -14.883 -2.247 -10.230
H -15.539 -0.275 -6.546
H -14.453 0.523 -7.727
H -16.174 0.324 -8.100
*
```


C30H71ClO11S | the ωB97M-V functional and the def2-TZVPD basis

Results
Gap between HOMO and LUMO: 0.267 Ha
DFT total energy: -78136.6845 eV
SMILES string: CCOCCO[C@](S)(Cl)OC(=O)CC[C@@H](C)CCC=C(C)C.CCO.CCO.CCO.CCO.CCO.CCO.CCO
HOMO: -6.7329 eV
LUMO: 0.53 eV

```
! RIJCOSX wB97M-V def2-TZVPD def2/J DEFGRID3
* xyz 0 1
C -5.218 7.905 -1.774
C -4.087 7.344 -2.634
O -4.668 6.636 -3.720
C -3.750 6.273 -4.736
C -3.417 4.797 -4.634
O -3.080 4.430 -3.291
C -1.764 4.172 -3.017
S -1.570 4.226 -1.204
Cl -0.659 5.469 -3.620
O -1.494 2.933 -3.599
C -0.281 2.281 -3.355
O -0.215 1.477 -2.472
C 0.840 2.554 -4.316
C 2.226 2.289 -3.735
C 2.935 3.509 -3.140
C 3.128 4.664 -4.123
C 2.286 3.962 -1.826
C 2.630 3.055 -0.627
C 3.282 3.910 0.430
C 2.463 4.579 1.316
C 1.588 3.848 2.304
C 2.353 6.076 1.337
H -5.016 7.770 -0.713
H -6.158 7.414 -2.006
H -5.318 8.975 -1.949
H -3.444 8.153 -2.987
H -3.503 6.647 -2.027
H -4.230 6.478 -5.695
H -2.863 6.903 -4.660
H -4.332 4.252 -4.864
H -2.671 4.475 -5.360
H -2.646 3.505 -0.859
H 0.748 3.535 -4.771
H 0.682 1.853 -5.142
H 2.851 1.922 -4.554
H 2.211 1.496 -2.990
H 3.940 3.174 -2.867
H 3.487 5.533 -3.571
H 3.905 4.428 -4.851
H 2.215 4.968 -4.632
H 2.687 4.956 -1.616
H 1.206 4.080 -1.922
H 3.251 2.206 -0.925
H 1.689 2.661 -0.225
H 4.365 3.963 0.471
H 1.989 4.107 3.284
H 1.596 2.775 2.132
H 0.555 4.218 2.290
H 3.325 6.578 1.328
H 1.781 6.424 2.199
H 1.807 6.376 0.441
C -4.395 0.888 0.650
C -3.660 1.278 1.924
O -4.526 1.215 3.052
H -5.251 1.543 0.489
H -3.737 0.947 -0.220
H -4.777 -0.133 0.726
H -3.295 2.302 1.853
H -2.800 0.620 2.091
H -4.847 0.311 3.133
C 8.466 2.673 1.726
C 7.100 3.324 1.822
O 6.242 2.868 0.782
H 8.921 2.888 0.759
H 9.136 3.024 2.513
H 8.374 1.588 1.816
H 7.182 4.405 1.715
H 6.640 3.109 2.792
H 6.153 1.911 0.876
C -4.271 -3.108 1.252
C -3.539 -2.710 2.520
O -4.404 -2.758 3.650
H -5.127 -2.452 1.090
H -3.613 -3.049 0.383
H -4.652 -4.128 1.330
H -3.172 -1.686 2.449
H -2.678 -3.367 2.689
H -4.725 -3.663 3.727
C 7.624 -1.832 2.219
C 7.204 -1.747 0.763
O 7.042 -0.395 0.337
H 6.887 -1.342 2.855
H 7.728 -2.870 2.538
H 8.581 -1.327 2.375
H 6.242 -2.235 0.613
H 7.943 -2.241 0.124
H 7.890 0.045 0.451
C -3.973 -7.662 5.720
C -4.375 -7.229 4.324
O -4.626 -5.819 4.271
H -4.754 -7.408 6.437
H -3.796 -8.737 5.756
H -3.060 -7.150 6.036
H -5.292 -7.726 4.018
H -3.596 -7.485 3.606
H -3.816 -5.364 4.526
C -3.339 -10.039 0.302
C -2.634 -9.715 1.605
O -3.533 -9.781 2.715
H -4.167 -9.349 0.138
H -2.653 -9.970 -0.542
H -3.755 -11.050 0.328
H -2.238 -8.703 1.577
H -1.800 -10.404 1.773
H -3.884 -10.675 2.757
C 1.421 -8.903 -0.793
C 0.082 -8.348 -1.241
O -0.610 -7.705 -0.172
H 1.284 -9.612 0.023
H 1.932 -9.407 -1.614
H 2.067 -8.102 -0.426
H -0.567 -9.150 -1.589
H 0.219 -7.638 -2.063
H -0.058 -6.983 0.142
*
```


C30H71N4O15S10 | the ωB97M-V functional and the def2-TZVPD basis

Results
Gap between HOMO and LUMO: 0.222 Ha
DFT total energy: -177272.1356 eV
HOMO: -9.6732 eV
LUMO: -3.62 eV

```
! RIJCOSX wB97M-V def2-TZVPD def2/J DEFGRID3
* xyz 1 1
C 2.918 -0.535 1.349
N 3.283 -1.134 0.068
C 2.816 -0.406 -1.135
C 1.987 0.811 -0.805
C 0.646 0.553 -0.487
C 0.044 -0.828 -0.472
O -0.185 -1.417 0.535
O -0.260 -1.372 -1.667
C -0.184 1.587 -0.172
N -1.557 1.330 0.134
C -2.288 1.621 -0.815
O -2.898 1.812 -1.756
C 0.310 2.901 -0.131
N -0.555 3.930 0.197
N 1.587 3.139 -0.459
C 2.056 4.548 -0.457
C 2.095 5.097 -1.902
O 1.424 6.353 -1.906
C 2.437 2.103 -0.806
S 4.160 2.429 -1.306
C 5.298 1.446 -0.352
O 4.238 1.995 -2.672
O 4.556 3.795 -1.110
H 1.850 -0.571 1.525
H 3.346 -1.147 2.137
H 3.295 0.478 1.530
H 4.273 -1.295 0.011
H 3.647 -0.189 -1.789
H 2.177 -1.082 -1.700
H -0.185 -0.714 -2.373
H -0.152 4.531 0.911
H -1.408 3.570 0.616
H 3.013 4.632 0.034
H 1.382 5.208 0.066
H 1.528 4.419 -2.533
H 3.104 5.253 -2.249
H 0.945 6.389 -2.738
H 5.072 1.447 0.707
H 6.231 1.976 -0.516
H 5.390 0.464 -0.788
C -5.068 4.032 3.686
S -3.800 3.216 2.722
O -2.543 4.019 2.845
C -4.491 3.589 1.112
H -4.806 3.949 4.736
H -5.126 5.083 3.403
H -6.024 3.538 3.517
H -4.589 4.667 0.981
H -5.464 3.109 1.012
H -3.811 3.194 0.362
C 2.704 5.360 -7.246
S 1.939 6.236 -5.881
O 2.137 5.391 -4.662
C 0.243 5.994 -6.419
H 3.779 5.356 -7.081
H 2.333 4.336 -7.279
H 2.479 5.879 -8.177
H 0.035 4.928 -6.510
H 0.093 6.494 -7.375
H -0.415 6.435 -5.673
C 1.878 2.857 4.843
S 1.779 1.145 5.378
O 2.248 0.302 4.237
C -0.017 1.059 5.383
H 2.930 3.111 4.729
H 1.362 2.973 3.887
H 1.429 3.498 5.599
H -0.406 1.295 4.391
H -0.409 1.759 6.121
H -0.302 0.045 5.656
C 2.040 -4.873 -2.498
S 3.716 -4.455 -2.052
O 3.744 -2.968 -1.947
C 4.474 -4.899 -3.618
H 1.393 -4.633 -1.657
H 1.738 -4.293 -3.370
H 1.968 -5.939 -2.711
H 4.011 -4.329 -4.424
H 4.351 -5.968 -3.788
H 5.533 -4.659 -3.560
C -2.373 -3.945 -2.201
S -2.345 -5.737 -2.371
O -0.921 -6.137 -2.554
C -3.125 -5.789 -3.984
H -1.890 -3.680 -1.263
H -1.838 -3.485 -3.032
H -3.410 -3.608 -2.185
H -2.543 -5.214 -4.698
H -4.134 -5.387 -3.914
H -3.170 -6.828 -4.303
C -7.926 6.815 6.133
S -6.239 6.200 6.133
O -6.313 4.728 6.338
C -5.769 6.924 7.707
H -8.422 6.439 5.241
H -8.446 6.457 7.021
H -7.914 7.905 6.112
H -6.433 6.558 8.489
H -5.824 8.010 7.637
H -4.746 6.624 7.923
C -3.616 -6.467 -8.672
S -4.626 -5.180 -7.932
O -3.997 -4.832 -6.626
C -6.038 -6.230 -7.571
H -2.655 -6.030 -8.936
H -3.467 -7.276 -7.957
H -4.106 -6.839 -9.572
H -5.728 -7.054 -6.929
H -6.454 -6.609 -8.504
H -6.783 -5.625 -7.059
C 4.963 -0.833 7.645
S 3.719 -0.054 8.681
O 3.427 1.274 8.082
C 4.792 0.225 10.095
H 4.504 -1.054 6.682
H 5.802 -0.151 7.505
H 5.296 -1.759 8.113
H 5.644 0.835 9.793
H 5.130 -0.733 10.489
H 4.217 0.750 10.854
C -0.503 -8.967 -1.018
S 1.159 -9.630 -0.900
O 1.045 -11.110 -0.853
C 1.462 -9.068 0.781
H -0.908 -9.239 -1.990
H -1.126 -9.392 -0.229
H -0.467 -7.881 -0.937
H 0.709 -9.488 1.449
H 1.433 -7.979 0.810
H 2.449 -9.415 1.078
*
```


C30H72MgN4O6 | the ωB97M-V functional and the def2-TZVPD basis

Results
Gap between HOMO and LUMO: 0.235 Ha
DFT total energy: -55930.6331 eV
HOMO: -17.1348 eV
LUMO: -10.73 eV

```
! RIJCOSX wB97M-V def2-TZVPD def2/J DEFGRID3
* xyz 4 1
Mg 2.396 -2.005 -2.055
C 1.079 -0.311 0.097
O 1.015 -0.912 -1.123
H 1.225 -0.948 0.969
H 1.751 0.546 0.041
H 0.153 0.188 0.384
C 2.782 3.373 0.075
C 3.339 3.236 -1.394
C 2.620 3.952 -2.537
N 3.345 3.896 -3.948
C 3.813 2.422 -4.258
C 2.514 1.609 -4.404
C 1.689 2.181 -5.585
C 1.160 3.599 -5.248
C 2.390 4.531 -5.096
C 4.660 4.746 -3.914
H 2.553 4.406 0.341
H 3.529 3.095 0.817
H 1.875 2.851 0.379
H 3.406 2.166 -1.587
H 4.337 3.670 -1.339
H 2.306 4.992 -2.445
H 1.642 3.489 -2.668
H 4.487 2.067 -3.479
H 4.328 2.495 -5.216
H 1.882 1.489 -3.524
H 2.782 0.569 -4.592
H 0.861 1.483 -5.712
H 2.122 2.080 -6.581
H 0.449 3.607 -4.421
H 0.617 3.952 -6.124
H 1.900 5.449 -4.772
H 3.049 4.690 -5.949
H 5.337 4.290 -3.192
H 4.360 5.731 -3.556
H 5.182 4.819 -4.868
C 0.081 0.811 4.404
C -0.804 -0.405 4.228
C -1.882 -0.095 3.093
N -2.690 -1.313 2.599
C -3.662 -1.794 3.715
C -4.667 -0.658 4.041
C -5.458 -0.166 2.798
C -4.556 0.240 1.663
C -3.607 -0.889 1.420
C -1.803 -2.528 2.243
H -0.414 1.706 4.782
H 0.454 1.272 3.490
H 0.918 0.589 5.066
H -1.324 -0.693 5.142
H -0.102 -1.187 3.940
H -1.340 0.128 2.174
H -2.476 0.753 3.434
H -2.986 -2.010 4.542
H -4.122 -2.718 3.364
H -4.277 0.191 4.603
H -5.305 -1.111 4.800
H -6.092 0.661 3.118
H -6.026 -1.019 2.427
H -4.070 1.176 1.936
H -5.198 0.470 0.813
H -2.848 -0.661 0.672
H -4.160 -1.781 1.125
H -2.451 -3.240 1.731
H -1.278 -2.917 3.115
H -1.029 -2.063 1.633
C 1.065 -5.759 5.698
N 1.276 -5.840 4.185
C 2.585 -6.558 3.886
C 0.196 -6.769 3.578
C 1.126 -4.500 3.462
C 2.236 -3.467 3.785
O 2.015 -2.799 5.000
H 0.029 -5.516 5.933
H 1.658 -5.034 6.255
H 1.217 -6.796 5.995
H 2.498 -7.523 4.387
H 3.350 -5.996 4.421
H 2.736 -6.705 2.816
H 0.445 -7.830 3.589
H -0.140 -6.349 2.629
H -0.723 -6.687 4.159
H 0.123 -4.162 3.722
H 1.241 -4.765 2.411
H 2.348 -2.751 2.970
H 3.220 -3.934 3.834
H 2.859 -2.582 5.403
C -3.222 3.781 -1.533
N -2.274 2.626 -1.925
C -0.866 2.990 -1.454
C -2.701 1.344 -1.126
C -2.330 2.361 -3.476
C -1.947 0.935 -3.879
O -0.638 0.779 -3.694
H -3.136 3.973 -0.463
H -4.195 3.575 -1.978
H -2.865 4.662 -2.066
H -0.185 2.202 -1.775
H -0.897 3.041 -0.365
H -0.621 3.985 -1.827
H -3.699 1.051 -1.454
H -2.578 1.603 -0.075
H -1.994 0.582 -1.453
H -1.649 3.130 -3.841
H -3.358 2.487 -3.814
H -2.191 0.795 -4.932
H -2.526 0.179 -3.347
H -0.407 -0.152 -3.684
O 1.056 -2.891 -5.850
C 0.706 -2.280 -4.760
O 1.363 -2.334 -3.739
O -0.441 -1.879 -4.757
H 0.477 -2.459 -6.482
*
```


> Look up the HOMO of the second one.

-6.7329 eV